Entry 1:
The following is a quantum chemistry calculation of a 2-piece molecular cluster, C4H14N2O overall at a distorted geometry, from OMol25.

Summary:
- Charge: 0
- LUMO: 0.9 eV
- Kohn-Sham gap: 9.8486 eV
- ΔE to the lowest compared entry with this formula, charge and spin: 1.569 eV
- HOMO: -0.327 Ha
- Calculated total energy: -9402.0378 eV

Each atom is followed by the atoms it is bonded to, with distances in Å.
Element x y z (Å)
1 C 0.620 2.360 1.095  N2 1.454, H7 1.150, H8 1.094, H9 1.080
2 N 0.879 1.409 0.025  C1 1.454, C3 1.475, H10 1.015
3 C 0.978 0.052 0.594  N2 1.475, C4 1.543, H11 1.108, H12 1.095
4 C 1.236 -0.831 -0.645  C3 1.543, C5 1.532, H13 1.101, H14 1.105
5 C 0.092 -0.818 -1.663  C4 1.532, N6 1.470, H15 1.119, H16 1.076
6 N -1.265 -1.074 -1.159  C5 1.470, H17 1.013, H18 1.011
7 H 1.438 2.341 1.903  C1 1.150
8 H -0.283 2.088 1.649  C1 1.094
9 H 0.488 3.413 0.895  C1 1.080
10 H 1.776 1.661 -0.376  N2 1.015
11 H 1.760 -0.008 1.377  C3 1.108
12 H -0.002 -0.160 1.033  C3 1.095
13 H 2.125 -0.415 -1.143  C4 1.101
14 H 1.562 -1.838 -0.327  C4 1.105
15 H 0.163 0.167 -2.192  C5 1.119
16 H 0.179 -1.451 -2.528  C5 1.076
17 H -1.710 -1.804 -1.702  N6 1.013
18 H -1.922 -0.325 -0.983  N6 1.011
19 H -3.476 -1.552 1.464  O21 0.963
20 H -2.079 -1.765 0.948  O21 0.973
21 O -2.557 -1.451 1.735  H19 0.963, H20 0.973

Here are the Löwdin charges for atoms 1 to 2, given in e: C -0.1619; N -0.1384

---

Entry 2:
The following is a quantum chemistry calculation of a 2-piece molecular cluster, C4H14N2O overall at a distorted geometry, from OMol25.

Summary:
- Charge: 0
- LUMO: 0.8 eV
- Kohn-Sham gap: 8.6302 eV
- ΔE to the lowest compared entry with this formula, charge and spin: 2.079 eV
- HOMO: -0.287 Ha
- Calculated total energy: -9401.5276 eV

Each atom is followed by the atoms it is bonded to, with distances in Å.
Element x y z (Å)
1 C 2.298 -1.226 2.044  N2 1.466, H7 1.091, H8 1.082, H9 1.084
2 N 1.269 -0.405 1.398  C1 1.466, C3 1.405, H10 0.998
3 C 0.712 -1.009 0.258  N2 1.405, C4 1.543, H11 1.100, H12 1.133
4 C -0.310 -0.073 -0.420  C3 1.543, N5 1.457, H13 1.083, H14 1.092
5 N -1.324 0.305 0.555  C4 1.457, C6 1.475, H15 1.010
6 C -2.217 1.324 -0.027  N5 1.475, H16 1.093, H17 1.102, H18 1.093
7 H 3.132 -1.408 1.364  C1 1.091
8 H 2.701 -0.691 2.894  C1 1.082
9 H 1.888 -2.207 2.251  C1 1.084
10 H 1.085 0.498 1.781  N2 0.998
11 H 0.250 -1.958 0.569  C3 1.100
12 H 1.462 -1.245 -0.558  C3 1.133
13 H -0.685 -0.592 -1.294  C4 1.083
14 H 0.400 0.701 -0.717  C4 1.092
15 H -1.879 -0.496 0.823  N5 1.010
16 H -2.971 1.585 0.719  C6 1.093
17 H -2.629 0.919 -0.965  C6 1.102
18 H -1.664 2.240 -0.249  C6 1.093
19 H -1.037 1.283 -2.879  O21 0.965
20 H -0.164 1.526 -4.134  O21 0.949
21 O -0.316 0.928 -3.413  H19 0.965, H20 0.949

Here are the Löwdin charges for atoms 1 to 2, given in e: C -0.1249; N -0.1453

---

Entry 3:
The following is a quantum chemistry calculation of a 2-piece molecular cluster, C4H14N2O overall at a distorted geometry, from OMol25.

Summary:
- Charge: 0
- LUMO: 1.0 eV
- Kohn-Sham gap: 9.2293 eV
- ΔE to the lowest compared entry with this formula, charge and spin: 1.490 eV
- HOMO: -0.303 Ha
- Calculated total energy: -9402.1169 eV

Each atom is followed by the atoms it is bonded to, with distances in Å.
Element x y z (Å)
1 C 1.642 -1.867 -0.011  N2 1.433, H7 1.105, H8 1.093, H9 1.088
2 N 0.257 -1.524 0.120  C1 1.433, C4 1.445, H10 1.001
3 C 0.347 0.026 2.033  C4 1.506, H11 1.093, H12 1.086, H13 1.090
4 C -0.135 -0.229 0.629  N2 1.445, C3 1.506, C5 1.526, H14 1.091
5 C 0.342 0.866 -0.321  C4 1.526, N6 1.455, H15 1.103, H16 1.102
6 N -0.284 2.152 -0.050  C5 1.455, H17 1.011, H18 1.011
7 H 2.223 -1.716 0.917  C1 1.105
8 H 1.715 -2.927 -0.268  C1 1.093
9 H 2.131 -1.268 -0.775  C1 1.088
10 H -0.370 -2.283 0.301  N2 1.001
11 H 1.425 0.178 2.140  C3 1.093
12 H 0.073 -0.747 2.744  C3 1.086
13 H -0.090 0.932 2.454  C3 1.090
14 H -1.224 -0.220 0.568  C4 1.091
15 H 1.444 0.909 -0.317  C5 1.103
16 H 0.141 0.540 -1.354  C5 1.102
17 H 0.374 2.917 -0.106  N6 1.011
18 H -0.622 2.186 0.903  N6 1.011
19 H -3.367 0.611 -2.460  O21 0.963
20 H -3.239 0.585 -3.973  O21 0.966
21 O -2.781 0.879 -3.175  H19 0.963, H20 0.966

Here are the Löwdin charges for atoms 1 to 2, given in e: C -0.1386; N -0.1101

---

Entry 4:
The following is a quantum chemistry calculation of a 2-piece molecular cluster, C4H14N2O overall at a distorted geometry, from OMol25.

Summary:
- Charge: 0
- LUMO: 0.9 eV
- Kohn-Sham gap: 9.7046 eV
- ΔE to the lowest compared entry with this formula, charge and spin: 2.779 eV
- HOMO: -0.323 Ha
- Calculated total energy: -9400.8282 eV

Each atom is followed by the atoms it is bonded to, with distances in Å.
Element x y z (Å)
1 C -1.410 -0.865 -2.270  C2 1.518, H7 1.063, H8 1.120, H9 1.129
2 C -0.747 -0.513 -0.951  C1 1.518, C3 1.531, N6 1.516, H10 1.226
3 C -0.859 -1.374 0.310  C2 1.531, C4 1.537, H11 1.085, H12 1.131
4 C 0.454 -1.431 1.108  C3 1.537, N5 1.479, H13 1.148, H14 1.169
5 N 1.613 -1.917 0.329  C4 1.479, H15 1.018, H16 1.049
6 N -1.526 0.677 -0.424  C2 1.516, H17 1.034, H18 1.069
7 H -0.740 -1.466 -2.835  C1 1.063
8 H -2.391 -1.399 -2.194  C1 1.120
9 H -1.448 0.074 -2.895  C1 1.129
10 H 0.403 -0.106 -1.074  C2 1.226
11 H -1.259 -2.332 -0.005  C3 1.085
12 H -1.782 -0.992 0.839  C3 1.131
13 H 0.777 -0.421 1.549  C4 1.148
14 H 0.415 -2.323 1.863  C4 1.169
15 H 2.464 -1.403 0.544  N5 1.018
16 H 1.381 -1.772 -0.684  N5 1.049
17 H -0.906 1.504 -0.415  N6 1.034
18 H -2.175 0.955 -1.226  N6 1.069
19 H 2.346 4.724 3.491  O21 0.920
20 H 2.770 5.636 2.327  O21 0.948
21 O 2.619 4.744 2.612  H19 0.920, H20 0.948

Here are the Löwdin charges for atoms 1 to 2, given in e: C -0.0889; C -0.4483

---

Entry 5:
The following is a quantum chemistry calculation of a 2-piece molecular cluster, C4H14N2O overall at a distorted geometry, from OMol25.

Summary:
- Charge: 0
- LUMO: 0.8 eV
- Kohn-Sham gap: 9.7940 eV
- ΔE to the lowest compared entry with this formula, charge and spin: 2.319 eV
- HOMO: -0.329 Ha
- Calculated total energy: -9401.2875 eV

Each atom is followed by the atoms it is bonded to, with distances in Å.
Element x y z (Å)
1 N 1.757 -0.045 -0.136  C2 1.452, H7 1.012, H8 1.003
2 C 1.091 -1.247 -0.605  N1 1.452, C3 1.594, H9 1.119, H10 1.189
3 C -0.404 -1.525 -0.129  C2 1.594, N4 1.467, H11 1.121, H12 1.146
4 N -1.247 -0.441 -0.645  C3 1.467, C5 1.481, H13 1.008
5 C -1.466 0.753 0.203  N4 1.481, C6 1.492, H14 1.042, H15 1.167
6 C -1.693 1.973 -0.627  C5 1.492, H16 1.093, H17 1.135, H18 1.219
7 H 1.074 0.696 -0.052  N1 1.012
8 H 2.431 0.083 -0.868  N1 1.003
9 H 1.652 -2.165 -0.294  C2 1.119
10 H 1.182 -1.197 -1.789  C2 1.189
11 H -0.819 -2.509 -0.470  C3 1.121
12 H -0.528 -1.610 1.007  C3 1.146
13 H -0.825 -0.142 -1.511  N4 1.008
14 H -2.237 0.515 0.861  C5 1.042
15 H -0.600 0.880 0.974  C5 1.167
16 H -2.467 1.784 -1.375  C6 1.093
17 H -0.721 2.269 -1.133  C6 1.135
18 H -2.097 3.029 -0.175  C6 1.219
19 H 1.336 -0.542 2.730  O21 0.985
20 H 2.298 -0.093 1.563  O21 0.981
21 O 2.283 -0.468 2.470  H19 0.985, H20 0.981

Here are the Löwdin charges for atoms 1 to 2, given in e: N -0.0251; C -0.2614

---

Entry 6:
The following is a quantum chemistry calculation of a 2-piece molecular cluster, C4H14N2O overall at a distorted geometry, from OMol25.

Summary:
- Charge: 0
- LUMO: 0.7 eV
- Kohn-Sham gap: 8.8882 eV
- ΔE to the lowest compared entry with this formula, charge and spin: 1.490 eV
- HOMO: -0.299 Ha
- Calculated total energy: -9402.1167 eV

Each atom is followed by the atoms it is bonded to, with distances in Å.
Element x y z (Å)
1 C -1.081 2.444 0.202  C2 1.516, H7 1.090, H8 1.082, H9 1.078
2 C -1.121 1.484 -0.970  C1 1.516, C3 1.527, H10 1.086, H11 1.092
3 C 0.195 0.748 -1.210  C2 1.527, N4 1.432, H12 1.085, H13 1.106
4 N 0.628 -0.067 -0.115  C3 1.432, C5 1.446, H14 1.004
5 C 1.981 -0.564 -0.225  N4 1.446, N6 1.460, H15 1.098, H16 1.102
6 N 2.253 -1.546 0.821  C5 1.460, H17 1.011, H18 1.009
7 H -0.274 3.167 0.091  C1 1.090
8 H -1.004 1.958 1.166  C1 1.082
9 H -2.017 2.976 0.260  C1 1.078
10 H -1.984 0.825 -0.973  C2 1.086
11 H -1.270 2.083 -1.871  C2 1.092
12 H 0.952 1.518 -1.313  C3 1.085
13 H 0.144 0.207 -2.174  C3 1.106
14 H 0.034 -0.613 0.483  N4 1.004
15 H 2.130 -0.996 -1.223  C5 1.098
16 H 2.677 0.285 -0.128  C5 1.102
17 H 1.579 -1.460 1.571  N6 1.011
18 H 3.158 -1.375 1.233  N6 1.009
19 H -2.940 -2.566 0.674  O21 0.967
20 H -1.643 -2.497 1.370  O21 0.967
21 O -2.356 -1.911 1.081  H19 0.967, H20 0.967

Here are the Löwdin charges for atoms 1 to 2, given in e: C -0.1152; C -0.2534

---

Entry 7:
The following is a quantum chemistry calculation of a 2-piece molecular cluster, C4H14N2O overall at a distorted geometry, from OMol25.

Summary:
- Charge: +1
- LUMO (alpha / beta): -2.9 / -8.3 eV
- Kohn-Sham gap (alpha / beta): 11.6614 / 6.0905 eV
- ΔE to the lowest compared entry with this formula, charge and spin: 2.706 eV
- HOMO (alpha / beta): -0.534 / -0.530 Ha
- Calculated total energy: -9391.8632 eV
- Spin multiplicity: 2

Each atom is followed by the atoms it is bonded to, with distances in Å.
Element x y z (Å)
1 N 1.362 0.776 -1.254  C2 1.621, H7 1.073, H8 0.999
2 C -0.009 -0.066 -1.442  N1 1.621, C3 1.522, C4 1.767, H9 1.147
3 C -0.980 0.773 -2.260  C2 1.522, H10 1.143, H11 1.116, H12 1.036
4 C -0.532 -0.016 0.245  C2 1.767, N5 1.440, H13 1.097, H14 1.111
5 N 0.382 -0.669 1.146  C4 1.440, C6 1.434, H15 1.018
6 C -0.162 -1.932 1.552  N5 1.434, H16 1.059, H17 1.165, H18 1.081
7 H 1.883 0.567 -2.169  N1 1.073
8 H 1.043 1.718 -1.353  N1 0.999
9 H 0.066 -1.106 -1.921  C2 1.147
10 H -0.678 1.124 -3.304  C3 1.143
11 H -1.063 1.660 -1.588  C3 1.116
12 H -1.852 0.235 -2.416  C3 1.036
13 H -1.528 -0.458 0.115  C4 1.097
14 H -0.610 1.077 0.429  C4 1.111
15 H 1.328 -0.847 0.815  N5 1.018
16 H -0.781 -1.955 2.412  C6 1.059
17 H -0.929 -2.348 0.780  C6 1.165
18 H 0.624 -2.637 1.787  C6 1.081
19 H 0.370 2.074 2.668  O21 0.955
20 H 1.123 0.607 2.697  O21 0.909
21 O 0.945 1.421 3.061  H19 0.955, H20 0.909

Here are the Löwdin charges for atoms 1 to 2, given in e: N 0.0231; C -0.2535

---

Entry 8:
The following is a quantum chemistry calculation of a 3-piece molecular cluster, C4H14N2O overall at a distorted geometry, from OMol25.

Summary:
- Charge: +2
- LUMO: -9.4 eV
- Kohn-Sham gap: 9.0505 eV
- ΔE to the lowest compared entry with this formula, charge and spin: 3.444 eV
- HOMO: -0.677 Ha
- Calculated total energy: -9383.1216 eV

Each atom is followed by the atoms it is bonded to, with distances in Å.
Element x y z (Å)
1 C -0.188 -0.916 0.068  C2 1.518, H7 1.094, H8 1.089
2 C 0.057 -0.234 -1.266  C1 1.518, C3 1.514, H9 1.082, H10 1.091
3 C 0.421 1.101 -0.652  C2 1.514, C4 1.362, N5 1.525
4 C 1.517 1.861 -0.923  C3 1.362, H11 1.083, H12 1.094
5 N -0.712 1.897 -0.013  C3 1.525, H13 1.027, H14 1.054, H15 1.026
6 N 0.255 -3.002 -0.464  H16 1.019, H17 1.020, H18 1.015
7 H -1.124 -1.332 0.454  C1 1.094
8 H 0.616 -1.116 0.775  C1 1.089
9 H -0.792 -0.417 -1.911  C2 1.082
10 H 0.972 -0.657 -1.683  C2 1.091
11 H 1.856 2.592 -0.199  C4 1.083
12 H 2.000 1.466 -1.822  C4 1.094
13 H -1.536 1.765 -0.612  N5 1.027
14 H -0.972 1.595 0.963  N5 1.054
15 H -0.475 2.894 -0.069  N5 1.026
16 H 0.855 -3.168 -1.270  N6 1.019
17 H -0.598 -3.547 -0.594  N6 1.020
18 H 0.670 -3.439 0.352  N6 1.015
19 H -1.494 0.315 3.073  O21 0.969
20 H -0.531 1.537 3.180  O21 0.964
21 O -0.798 0.806 2.610  H19 0.969, H20 0.964

Here are the Löwdin charges for atoms 1 to 2, given in e: C 0.1609; C -0.1207

---

Entry 9:
The following is a quantum chemistry calculation of a 3-piece molecular cluster, C4H14N2O2 overall at a distorted geometry, from OMol25.

Summary:
- Charge: 0
- LUMO: 0.7 eV
- Kohn-Sham gap: 8.8866 eV
- ΔE to the lowest compared entry with this formula, charge and spin: 1.392 eV
- HOMO: -0.301 Ha
- Calculated total energy: -11449.2980 eV

Each atom is followed by the atoms it is bonded to, with distances in Å.
Element x y z (Å)
1 C 0.841 0.204 -2.049  C2 1.544, N6 1.452, H7 1.065, H8 1.092
2 C -0.579 0.044 -1.464  C1 1.544, C3 1.511, H9 1.097, H10 1.077
3 C -0.883 1.211 -0.552  C2 1.511, C4 1.332, H11 1.084
4 C -1.619 1.035 0.544  C3 1.332, N5 1.410, H12 1.086
5 N -1.757 1.975 1.586  C4 1.410, H13 1.004, H14 1.009
6 N 1.879 0.459 -1.065  C1 1.452, H15 1.008, H16 1.005
7 H 0.783 1.014 -2.739  C1 1.065
8 H 1.063 -0.745 -2.542  C1 1.092
9 H -1.292 -0.025 -2.295  C2 1.097
10 H -0.735 -0.901 -0.971  C2 1.077
11 H -0.473 2.197 -0.737  C3 1.084
12 H -2.006 0.042 0.751  C4 1.086
13 H -2.255 1.634 2.388  N5 1.004
14 H -2.082 2.876 1.268  N5 1.009
15 H 1.625 0.055 -0.178  N6 1.008
16 H 2.126 1.432 -1.014  N6 1.005
17 H 1.658 -0.586 2.366  O19 0.963
18 H 1.814 -1.993 2.916  O19 0.960
19 O 1.191 -1.264 2.866  H17 0.963, H18 0.960
20 H -0.213 -3.533 0.495  O22 0.955
21 H 0.446 -2.114 0.353  O22 0.946
22 O 0.469 -3.017 0.071  H20 0.955, H21 0.946

Here are the Löwdin charges for atoms 1 to 2, given in e: C -0.2869; C -0.2143

---

Entry 10:
The following is a quantum chemistry calculation of a 2-piece molecular cluster, C4H14N2O2 overall at a distorted geometry, from OMol25.

Summary:
- Charge: 0
- LUMO: 0.7 eV
- Kohn-Sham gap: 9.2196 eV
- ΔE to the lowest compared entry with this formula, charge and spin: 1.655 eV
- HOMO: -0.315 Ha
- Calculated total energy: -11449.0351 eV

Each atom is followed by the atoms it is bonded to, with distances in Å.
Element x y z (Å)
1 C -0.009 2.933 -2.045  N2 1.474, H5 1.097, H6 1.091, H7 1.090
2 N 1.033 2.419 -1.137  C1 1.474, C3 1.446, H8 1.018
3 C 0.570 1.235 -0.448  N2 1.446, O4 1.407, H9 1.101, H10 1.102
4 O 0.401 0.120 -1.289  C3 1.407, H20 1.125
5 H -0.196 2.212 -2.849  C1 1.097
6 H 0.310 3.877 -2.490  C1 1.091
7 H -0.943 3.062 -1.500  C1 1.090
8 H 1.766 2.092 -1.762  N2 1.018
9 H -0.342 1.530 0.095  C3 1.101
10 H 1.341 0.985 0.299  C3 1.102
11 C -0.400 -1.168 1.989  O12 1.425, C13 1.530, H15 1.092, H16 1.095
12 O -0.192 -1.582 3.337  C11 1.425, H17 0.960
13 C -0.231 -2.311 0.985  C11 1.530, N14 1.470, H18 1.095, H19 1.089
14 N -0.644 -1.957 -0.381  C13 1.470, H21 1.014, H22 1.012
15 H 0.263 -0.331 1.760  C11 1.092
16 H -1.428 -0.792 1.952  C11 1.095
17 H 0.713 -1.349 3.554  O12 0.960
18 H 0.829 -2.576 0.924  C13 1.095
19 H -0.802 -3.165 1.347  C13 1.089
20 H -0.145 -0.717 -0.771  O4 1.125
21 H -1.651 -1.943 -0.494  N14 1.014
22 H -0.243 -2.575 -1.075  N14 1.012

Here are the Löwdin charges for atoms 1 to 2, given in e: C -0.1399; N -0.1131